Formula: C47H38N5S4SiW
Source: the OMol25 dataset
Level of theory: the ωB97M-V functional and the def2-TZVPD basis

Element x y z (Å)
W -0.1413 0.6815 0.2150
S 0.8050 1.8226 5.9699
S 2.7050 3.5383 -5.7367
S -1.8598 1.3519 -1.1137
S -1.7169 1.1142 1.9090
Si -0.5506 -2.3675 -1.2269
N -7.6832 2.3819 2.8222
N 1.0712 2.0319 -1.0768
N -7.8927 2.6789 -1.2352
N 0.0193 -1.3289 1.3268
N 1.2639 1.7972 1.5658
C 2.1407 2.6143 -0.4813
C 1.7749 2.9731 -3.1761
C 4.2838 3.8300 0.8661
C 4.1772 3.9592 -0.4701
C 0.3295 3.2341 -6.6148
C -0.2970 -1.3995 2.7858
C 0.0954 -5.1159 -1.4935
C 1.4766 3.1307 -4.5991
C -4.7396 -2.5177 -3.2645
C 0.2683 -0.7172 -1.4306
C -4.5941 -1.8761 -2.0418
C -2.4102 -3.1118 -3.2276
C 2.8776 3.5315 -2.5637
C 3.0805 3.3663 -1.1885
C 3.3083 2.3181 6.0066
C 0.8563 -6.2075 -1.8812
C 0.5030 -3.8092 -1.7856
C 0.2636 3.0034 -5.2186
C 2.2656 2.1952 5.1312
C 3.2990 3.0999 1.6189
C 2.0430 -6.0115 -2.5762
C -5.5864 2.0338 1.3483
C -3.3546 -1.8495 -1.4206
C -4.5217 1.9331 -0.8167
C 0.1754 -2.6890 3.4604
C 2.9245 2.1216 7.3564
C -3.6480 -3.1364 -3.8561
C -5.6576 2.1332 -0.0541
C -3.2406 1.5316 1.1939
C 1.5904 3.5409 -7.0268
C -3.3125 1.6404 -0.1898
C -6.7603 2.2328 2.1558
C -6.9043 2.4310 -0.7058
C -4.3861 1.7354 1.9641
C 2.2758 -1.8917 2.3782
C 1.6982 -3.6350 -2.4843
C 1.5802 -3.0987 2.9943
C 1.2856 1.7582 2.8886
C 3.3101 3.0011 3.0149
C 1.5968 1.8472 7.4798
C 2.2998 2.3296 3.6740
C 1.5043 -1.4497 1.1410
C 0.9049 2.2119 -2.3758
C -2.2411 -2.4624 -2.0021
C 2.4631 -4.7258 -2.8792
C 2.2502 2.4817 0.9332
C -0.7436 -2.4288 0.6563
H -5.4474 -1.4022 -1.5718
H 0.1745 -2.4903 4.5341
H 2.1612 -3.5033 3.8218
H 0.4519 1.2637 3.3660
H 1.9268 3.7608 -8.0270
H -4.5766 1.9997 -1.8953
H 5.1039 4.2913 1.4006
H 3.6015 2.1802 8.1949
H 2.3475 -1.0828 3.1112
H 0.0471 1.7321 -2.8230
H -3.2616 -1.3407 -0.4657
H 2.6368 -6.8620 -2.8845
H -4.3414 1.6552 3.0420
H -1.7906 -2.2744 0.9285
H 2.0356 -2.6346 -2.7343
H -0.0005 -0.2983 -2.4033
H -0.8387 -5.2872 -0.9668
H 1.5205 -3.8880 2.2401
H 0.1692 -0.5470 3.2731
H -5.7061 -2.5419 -3.7511
H 4.1036 3.4809 3.5747
H -0.5204 3.1847 -7.2781
H 1.6973 -2.1457 0.3250
H -0.6570 2.7750 -4.6988
H -0.4462 -3.3970 1.0677
H -1.3698 -1.2813 2.8982
H 3.3840 -4.5701 -3.4265
H 1.0371 1.6643 8.3827
H 0.5232 -7.2110 -1.6495
H 4.9118 4.5250 -1.0282
H 3.5796 4.1273 -3.1356
H -0.5385 -3.4957 3.2982
H 1.9078 -0.4727 0.8048
H 1.3587 -0.8482 -1.4355
H -3.7606 -3.6442 -4.8053
H 3.2944 -2.1278 2.0677
H -1.5673 -3.6088 -3.6945
H 4.3240 2.5273 5.7007

Forces on atoms 1 to 3 (eV/Å):
-0.1 0.1 0.1
0.0 0.0 0.0
0.0 0.0 0.0

Properties
- charge = +1
- Kohn-Sham gap (alpha / beta) (eV) = 5.990 / 5.989
- maximum force (eV/A) = 0.239
- HOMO level (alpha / beta) (eV) = -10.23 / -10.23
- LUMO (alpha / beta) (eV) = -4.24 / -4.24

=====

Formula: C22H57BaF6N3O21S3Zn
Source: the OMol25 dataset
Level of theory: the ωB97M-V functional and the def2-TZVPD basis

Element x y z (Å)
Ba 2.3354 4.8514 -1.4362
Zn -1.6490 3.6008 -2.5663
S 0.0174 1.7464 -0.4751
S 0.9331 3.2213 -4.5625
S -0.7733 6.0380 -2.6952
F 0.2743 -0.3621 -2.0955
F 1.3503 -0.4990 -0.2327
F 0.9459 0.6783 -5.3384
F 0.6419 2.1091 -6.9359
F -0.8337 -0.7291 -0.3007
F 2.6047 1.8623 -6.0977
O 0.7507 1.9438 5.4103
O -0.7185 -5.2761 -2.9650
O -0.7017 0.2610 3.3022
O -0.4582 2.9553 -4.1446
O 0.2864 6.4695 -3.5720
O 0.3542 -2.5872 4.6028
O -3.2165 3.9262 -1.1473
O 1.6270 -3.9912 -3.8704
O -0.1907 4.8376 -1.9883
O -3.2625 2.8492 -3.6107
O -0.2453 1.8867 0.9515
O 1.0847 4.4500 -5.2969
O -5.2352 -3.8221 -1.6710
O -1.1190 2.1470 -1.3034
O 1.2564 2.3458 -0.9008
O 1.8463 3.0269 -3.4290
O 3.5423 4.5979 1.0272
O -1.1878 7.0177 -1.7141
O 3.8079 -3.1294 0.2716
O -1.9050 5.3804 -3.3888
O 5.7104 -0.0693 0.6803
N -2.2292 -5.4205 -0.2236
N 1.9375 -4.6239 2.0172
N 0.6998 5.0304 0.8019
C -2.8678 -3.0727 -0.1046
C 0.6625 5.7468 3.1876
C -0.0243 -2.6888 5.9572
C -5.9026 -4.0338 -2.8928
C 1.3037 1.8711 -5.8071
C 4.5614 -2.1921 1.0140
C -0.6925 -3.9677 -3.5635
C 0.5849 -3.8588 4.0404
C 0.5922 -3.2456 -3.2275
C -3.3870 -4.4934 -0.2111
C -4.3187 3.0683 -1.4572
C 0.6048 0.0435 3.8395
C 0.2250 -0.0964 -0.7943
C 4.5508 -0.8373 0.3421
C -4.1453 -4.7144 -1.5196
C 0.0061 -3.1685 1.6247
C 2.7228 4.7083 2.1992
C 1.0898 -3.5639 2.6084
C 1.2519 1.3706 4.2225
C -4.5100 3.1651 -2.9699
C 1.4925 5.5809 1.9175
C 4.5571 3.6203 1.1752
H -0.2045 2.0039 5.2624
H 1.7581 -2.7115 2.7640
H -4.0266 -4.8569 0.5946
H 5.7403 -0.0320 1.6418
H -0.6997 -4.1179 -4.6486
H 0.4446 4.1074 1.1736
H -6.2319 -5.0749 -2.9517
H -5.2745 -3.7340 -3.7372
H -4.5226 -5.7464 -1.5579
H -0.5943 0.9192 2.5953
H 1.1904 6.3250 3.9495
H 4.9923 3.6416 2.1820
H 1.1885 -0.4372 3.0370
H 3.6583 -0.2611 0.6276
H 0.4328 -2.7119 0.7304
H -5.2710 2.4187 -3.2129
H -3.4287 2.1152 -4.2073
H 4.2281 -2.1394 2.0621
H 2.4571 -3.8311 -3.4134
H -3.4617 -4.5991 -2.3719
H 0.8068 -3.2647 -2.1540
H -0.6061 -3.9955 1.2549
H 0.5165 -2.2112 -3.5672
H 0.3958 4.7828 3.6230
H -4.8823 4.1454 -3.2598
H -6.7941 -3.4085 -2.9425
H 2.7053 -4.8248 2.6593
H 3.1220 -3.5090 0.8456
H 1.2937 -4.4639 4.6190
H 1.8727 6.5590 1.5964
H -3.3340 4.3259 -0.2823
H 4.3001 2.5695 1.0088
H 2.3637 3.7643 2.6158
H -0.1999 5.5069 0.7563
H -5.2397 3.3854 -0.9689
H -2.1817 -2.9940 0.7380
H -2.5229 -6.3020 -0.6381
H 1.4127 -5.4982 2.0477
H 2.3367 1.2398 4.2545
H -3.6716 -2.3490 0.0224
H -0.3394 -4.4518 3.9936
H -4.0918 2.0291 -1.2109
H 5.3704 3.9041 0.5039
H -1.5457 -5.0809 -0.8999
H 5.5945 -2.5528 1.1328
H 4.4140 -0.8881 -0.7378
H -0.6503 -2.4452 2.1138
H 0.8042 -3.1165 6.5304
H -1.5972 -3.4943 -3.1859
H 0.1864 -5.6123 -3.0389
H -2.3337 -2.8209 -1.0229
H -0.3159 -1.7362 6.3962
H -0.9038 -3.3277 6.1034
H 3.3483 5.2177 2.9376
H -0.2198 6.3408 2.9457
H 1.0316 2.0232 3.3632
H 0.5414 -0.6887 4.6442

Forces on atoms 1 to 3 (eV/Å):
-1.3 -0.5 -1.1
0.6 -0.3 -0.6
-0.3 0.5 0.3

Properties
- Kohn-Sham gap (eV) = 8.077
- maximum force (eV/A) = 2.820
- HOMO level (eV) = -8.60
- LUMO (eV) = -0.52

=====

Formula: H10O5
Source: the OMol25 dataset
Level of theory: the ωB97M-V functional and the def2-TZVPD basis

Element x y z (Å)
O -0.5658 -0.4375 0.7094
O -2.4473 2.1976 -0.2846
O -3.0007 -1.5375 -0.8225
O 4.6486 0.0194 -1.0142
O 1.5406 -0.2579 1.3402
H -0.2876 -0.1078 -0.1525
H -2.9011 -1.4187 0.1287
H 1.1897 0.3302 0.6620
H -0.9165 -1.3156 0.5225
H 0.9598 -0.1167 2.0964
H -2.0244 2.5992 0.4828
H 4.2312 0.8805 -1.1296
H -1.7745 1.6060 -0.6403
H -3.9046 -1.8559 -0.9257
H 4.0240 -0.4730 -0.4699

Forces on atoms 1 to 3 (eV/Å):
-2.8 -0.1 -0.8
0.2 0.1 0.0
0.0 -0.1 0.2

Properties
- ΔE to the lowest compared entry with this formula, charge and spin (kcal per mole) = 53.8
- Kohn-Sham gap (eV) = 10.472
- SMILES string = O.O.O.O.O
- maximum force (eV/A) = 2.887
- HOMO level (eV) = -10.43
- LUMO (eV) = 0.04

=====

Number 3 is which compound? H10O5

=====

Which of these has the highest maximum force? H10O5

=====

Which formula does entry 2 have? C22H57BaF6N3O21S3Zn

=====

Number 2 is which compound? C22H57BaF6N3O21S3Zn